ORCA calculation (ωB97M-V/def2-TZVPD) on a molecular structure, C31H32MnOP.

Each line ends with the natural charge from an NBO analysis.
Element x y z (Å)
Mn  -1.262  -0.179  -0.760  1.263
C  -2.951  2.861  0.104  -0.655
C  -2.810  1.438  0.581  -0.034
C  -3.520  0.406  -0.061  -0.098
C  -4.526  0.719  -1.144  -0.650
C  -3.298  -0.942  0.317  0.009
C  -4.005  -2.045  -0.433  -0.669
C  -2.399  -1.237  1.367  -0.059
C  -2.184  -2.660  1.815  -0.651
C  -1.713  -0.194  2.026  -0.010
C  -0.723  -0.563  3.095  -0.654
C  -1.944  1.140  1.658  -0.003
C  -1.288  2.283  2.390  -0.651
H  -3.746  3.385  0.640  0.241
H  -3.185  2.909  -0.956  0.234
H  -2.036  3.428  0.257  0.233
H  -4.102  0.610  -2.144  0.244
H  -4.911  1.730  -1.043  0.235
H  -5.380  0.049  -1.075  0.237
H  -4.944  -2.315  0.057  0.241
H  -3.404  -2.950  -0.493  0.228
H  -4.231  -1.751  -1.454  0.241
H  -1.240  -3.072  1.449  0.231
H  -2.984  -3.317  1.493  0.236
H  -2.141  -2.711  2.901  0.238
H  -1.224  -0.916  4.000  0.240
H  -0.084  0.267  3.375  0.229
H  -0.080  -1.380  2.762  0.232
H  -0.390  2.644  1.884  0.240
H  -1.007  2.008  3.402  0.231
H  -1.974  3.125  2.468  0.235
O  -1.642  -0.629  -2.847  -0.628
C  -0.600  0.034  -2.600  0.090
C  0.729  -0.059  -3.245  -0.070
C  0.985  -0.131  -4.601  -0.202
C  2.297  -0.014  -5.045  -0.169
C  3.337  0.151  -4.140  -0.192
C  3.081  0.185  -2.776  -0.177
C  1.772  0.084  -2.323  -0.348
P  1.302  -0.046  -0.570  0.831
C  1.985  1.372  0.310  -0.400
C  2.205  1.346  1.686  -0.204
C  2.612  2.489  2.351  -0.204
C  2.789  3.679  1.654  -0.188
C  2.563  3.715  0.287  -0.215
C  2.166  2.566  -0.384  -0.139
C  2.097  -1.554  0.025  -0.359
C  1.408  -2.754  -0.107  -0.205
C  1.984  -3.946  0.307  -0.190
C  3.252  -3.946  0.869  -0.202
C  3.947  -2.750  1.006  -0.139
C  3.375  -1.562  0.580  -0.218
H  0.177  -0.253  -5.308  0.234
H  2.507  -0.058  -6.105  0.230
H  4.354  0.243  -4.494  0.229
H  3.907  0.284  -2.083  0.225
H  2.071  0.433  2.252  0.223
H  2.796  2.450  3.416  0.227
H  3.104  4.572  2.176  0.229
H  2.701  4.634  -0.264  0.229
H  1.997  2.619  -1.452  0.221
H  0.412  -2.791  -0.553  0.201
H  1.433  -4.869  0.188  0.225
H  3.700  -4.874  1.197  0.229
H  4.937  -2.743  1.438  0.219
H  3.945  -0.647  0.684  0.225

Computed properties:
LUMO level (alpha / beta), eV: -2.357 / -3.083
Spin multiplicity: 6
Frontier orbital gap (alpha / beta), Eh: 0.260 / 0.290
Total charge: +1
<S²>: 8.847
Energy relative to the best compared isomer or geometry (same formula, charge and spin), kJ/mol: 15.03

ORCA calculation (ωB97M-V/def2-TZVPD) on a molecular structure, C31H32N2O2OsS2Te.

Each line ends with the Löwdin charge.
Element x y z (Å)
Os  0.248  -0.353  0.156  1.166
C  -0.429  -3.190  2.235  -0.077
C  -0.228  -1.707  2.127  -0.302
C  1.042  -1.162  2.400  -0.216
C  2.106  -2.064  2.964  -0.001
C  1.263  0.234  2.238  -0.224
C  2.625  0.772  2.554  -0.007
C  0.167  1.091  1.925  -0.263
C  0.308  2.592  1.856  0.002
C  -1.147  0.534  1.799  -0.272
C  -2.311  1.481  1.707  -0.018
C  -1.348  -0.860  1.836  -0.280
C  -2.753  -1.409  1.736  -0.007
H  -0.647  -3.442  3.277  0.127
H  0.464  -3.740  1.944  0.090
H  -1.260  -3.543  1.631  0.053
H  2.630  -2.607  2.182  0.094
H  1.654  -2.782  3.645  0.101
H  2.843  -1.498  3.525  0.095
H  2.718  0.832  3.643  0.127
H  2.795  1.766  2.162  0.063
H  3.404  0.114  2.182  0.083
H  0.012  2.976  0.879  0.096
H  1.319  2.925  2.053  0.078
H  -0.336  3.059  2.603  0.108
H  -2.543  1.821  2.721  0.127
H  -3.209  1.021  1.308  0.079
H  -2.084  2.364  1.116  0.086
H  -3.103  -1.472  0.704  0.096
H  -3.445  -0.781  2.291  0.097
H  -2.824  -2.401  2.170  0.088
O  3.396  -1.522  -2.019  -0.251
S  3.262  -0.735  -0.832  0.626
O  3.141  -1.407  0.430  -0.319
N  1.817  0.135  -0.962  -0.286
C  1.597  0.891  -2.125  -0.249
C  2.504  1.260  -3.094  0.032
C  2.088  2.062  -4.177  -0.015
C  0.796  2.495  -4.297  0.008
C  -0.164  2.109  -3.333  -0.133
C  -1.522  2.487  -3.364  0.039
C  -2.373  2.021  -2.398  -0.032
C  -1.885  1.166  -1.404  -0.150
N  -0.609  0.828  -1.318  -0.064
C  0.256  1.292  -2.271  -0.163
C  4.547  0.457  -0.787  -0.309
C  4.349  1.718  -0.240  -0.076
C  5.405  2.612  -0.217  -0.044
C  6.640  2.240  -0.735  -0.038
C  6.820  0.984  -1.296  -0.036
C  5.768  0.081  -1.337  -0.038
H  3.534  0.941  -3.046  0.114
H  2.820  2.341  -4.922  0.126
H  0.494  3.123  -5.124  0.131
H  -1.881  3.132  -4.156  0.140
H  -3.424  2.272  -2.401  0.128
H  -2.553  0.729  -0.679  0.104
H  3.371  2.011  0.117  0.097
H  5.265  3.603  0.193  0.117
H  7.463  2.941  -0.714  0.120
H  7.779  0.705  -1.711  0.122
H  5.888  -0.896  -1.785  0.127
Te  -0.254  -2.549  -1.027  1.371
C  -1.707  -2.560  -2.470  -0.971
C  -2.255  -3.777  -2.833  -0.232
C  -3.168  -3.662  -3.903  -0.147
C  -3.302  -2.373  -4.332  -0.355
S  -2.314  -1.293  -3.453  1.001
H  -2.005  -4.713  -2.353  0.106
H  -3.704  -4.494  -4.335  0.123
H  -3.935  -2.002  -5.122  0.087

Computed properties:
LUMO level (alpha / beta), eV: -8.226 / -8.229
Frontier orbital gap (alpha / beta), Eh: 0.182 / 0.181
Total charge: +2
Energy relative to the best compared isomer or geometry (same formula, charge and spin), kJ/mol: 0.00

ORCA calculation (ωB97M-V/def2-TZVPD) on 2 unconnected molecules or ions with the total composition C31H32N3 in a non-equilibrium geometry.

Each line ends with the natural charge from an NBO analysis.
Element x y z (Å)
C  -5.732  1.324  -1.294  -0.240
C  -5.040  0.871  -2.426  -0.208
C  -4.000  -0.040  -2.290  -0.231
C  -3.628  -0.549  -1.019  -0.071
C  -2.589  -1.557  -0.938  -0.380
C  -2.294  -2.313  0.178  0.079
N  -1.510  -3.404  0.178  -0.409
C  -1.613  -4.413  1.226  -0.204
C  -0.639  -5.529  0.816  -0.414
C  -0.107  -5.168  -0.579  -0.409
C  -0.820  -3.871  -1.008  -0.217
C  -4.325  -0.065  0.118  -0.176
C  -5.364  0.853  -0.026  -0.216
H  -6.552  2.035  -1.403  0.220
H  -5.317  1.227  -3.418  0.218
H  -3.458  -0.404  -3.164  0.208
H  -2.080  -1.801  -1.877  0.207
H  -2.731  -2.071  1.152  0.196
H  -1.381  -3.999  2.219  0.199
H  -2.642  -4.816  1.275  0.189
H  0.180  -5.587  1.537  0.216
H  -1.167  -6.487  0.797  0.221
H  0.972  -4.994  -0.541  0.210
H  -0.314  -5.961  -1.303  0.221
H  -1.536  -4.093  -1.820  0.191
H  -0.109  -3.129  -1.405  0.197
H  -4.039  -0.429  1.105  0.192
H  -5.902  1.204  0.855  0.218
C  -1.330  4.511  -2.604  -0.416
N  -0.376  3.698  -1.875  -0.307
C  -0.646  2.452  -1.396  0.133
C  0.480  1.959  -0.694  -0.118
C  0.556  0.755  0.029  0.047
C  1.734  0.187  0.551  -0.208
C  3.058  0.205  0.044  0.107
N  3.915  -0.305  0.973  -0.323
C  5.359  -0.333  0.818  -0.412
C  3.195  -0.714  2.106  0.196
C  1.825  -0.453  1.858  -0.075
C  0.884  -0.662  2.855  -0.183
C  1.327  -1.156  4.092  -0.205
C  2.693  -1.409  4.329  -0.193
C  3.656  -1.176  3.331  -0.248
C  1.498  3.009  -0.783  -0.105
C  0.932  4.072  -1.535  0.204
C  1.599  5.270  -1.765  -0.247
C  2.893  5.407  -1.231  -0.189
C  3.459  4.376  -0.462  -0.193
C  2.748  3.193  -0.219  -0.198
H  -0.864  5.469  -2.838  0.228
H  -1.636  4.014  -3.535  0.230
H  -2.238  4.680  -2.008  0.233
H  -1.610  1.976  -1.552  0.254
H  -0.381  0.234  0.236  0.240
H  3.420  0.587  -0.905  0.243
H  5.798  -0.755  1.725  0.230
H  5.642  -0.944  -0.049  0.227
H  5.764  0.677  0.653  0.221
H  -0.159  -0.435  2.636  0.220
H  0.603  -1.348  4.886  0.230
H  3.004  -1.797  5.300  0.233
H  4.722  -1.348  3.477  0.226
H  1.115  6.055  -2.345  0.229
H  3.469  6.317  -1.404  0.235
H  4.462  4.489  -0.046  0.227
H  3.170  2.409  0.401  0.218

Computed properties:
LUMO level, eV: -4.368
Frontier orbital gap, Eh: 0.177
Total charge: +1
Energy relative to the best compared isomer or geometry (same formula, charge and spin), kJ/mol: 2.96

ORCA calculation (ωB97M-V/def2-TZVPD) on 2 unconnected molecules or ions with the total composition C31H32N5O2 in a non-equilibrium geometry.

Each line ends with the natural charge from an NBO analysis.
Element x y z (Å)
C  -2.711  5.358  -0.826  -0.422
N  -2.444  3.949  -0.647  -0.456
C  -3.435  3.066  -0.328  0.676
O  -4.604  3.352  -0.094  -0.566
C  -2.805  1.683  -0.276  -0.132
C  -3.315  0.719  -1.354  -0.410
C  -4.800  0.452  -1.226  -0.053
C  -5.674  0.811  -2.258  -0.195
C  -7.052  0.663  -2.084  -0.193
C  -7.552  0.103  -0.901  -0.201
C  -6.671  -0.283  0.118  -0.212
C  -5.294  -0.115  -0.047  -0.159
N  -1.374  1.977  -0.409  -0.315
C  -0.479  0.968  -0.324  0.237
C  0.893  1.139  -0.455  -0.370
C  1.897  0.187  -0.306  0.010
C  3.283  0.513  -0.511  -0.046
C  4.273  -0.505  -0.444  -0.161
C  5.618  -0.225  -0.640  -0.156
C  6.048  1.086  -0.905  -0.114
C  7.433  1.387  -1.089  0.242
N  8.567  1.629  -1.235  -0.227
C  5.096  2.106  -0.983  -0.159
C  3.744  1.839  -0.794  -0.171
C  -1.095  3.412  -0.677  0.328
C  -0.474  3.697  -2.055  -0.635
C  -0.227  4.112  0.381  -0.639
H  -3.792  5.536  -0.790  0.267
H  -2.221  5.949  -0.037  0.206
H  -2.320  5.691  -1.797  0.206
H  -3.002  1.237  0.711  0.241
H  -3.088  1.142  -2.348  0.222
H  -2.745  -0.223  -1.254  0.210
H  -5.257  1.242  -3.172  0.210
H  -7.730  0.996  -2.871  0.225
H  -8.627  -0.035  -0.774  0.226
H  -7.048  -0.706  1.050  0.223
H  -4.590  -0.394  0.741  0.190
H  -0.929  -0.021  -0.147  0.234
H  1.230  2.137  -0.717  0.215
H  1.672  -0.835  -0.016  0.269
H  3.938  -1.530  -0.239  0.251
H  6.359  -1.022  -0.587  0.246
H  5.413  3.129  -1.194  0.242
H  3.035  2.672  -0.867  0.210
H  -1.144  3.360  -2.858  0.234
H  -0.325  4.781  -2.157  0.238
H  0.495  3.202  -2.160  0.217
H  -0.711  4.074  1.365  0.237
H  0.761  3.650  0.450  0.219
H  -0.096  5.165  0.095  0.239
C  3.300  -4.444  5.301  -0.257
O  3.161  -5.587  4.437  -0.490
C  2.731  -5.382  3.160  0.321
C  2.447  -4.095  2.616  -0.348
C  2.067  -4.009  1.269  0.183
C  1.839  -5.226  0.574  0.059
C  2.112  -6.485  1.080  -0.212
C  2.594  -6.563  2.378  -0.239
N  1.334  -4.867  -0.654  -0.521
C  1.290  -3.503  -0.723  0.199
N  1.749  -2.946  0.406  -0.566
H  3.693  -4.873  6.224  0.212
H  4.005  -3.715  4.881  0.180
H  2.326  -3.970  5.477  0.181
H  2.481  -3.194  3.236  0.228
H  1.974  -7.349  0.432  0.225
H  2.868  -7.515  2.817  0.239
H  1.042  -5.538  -1.370  0.428
H  0.862  -3.021  -1.598  0.202

Computed properties:
LUMO level, eV: -5.003
Frontier orbital gap, Eh: 0.193
Total charge: +1
Energy relative to the best compared isomer or geometry (same formula, charge and spin), kJ/mol: 0.00

- Which of these has the highest total charge?
  C31H32N2O2OsS2Te

- What is the formula in the third record?
  C31H32N3

- Which value of energy relative to the best compared isomer or geometry (same formula, charge and spin) does entry 4 give?
  0.00 kJ/mol